Entry from OMol25: a structure of composition C40H50BCl2F6N9O2PReS2Se at a distorted geometry (the ωB97M-V functional and the def2-TZVPD basis).

Summary:
largest force on an atom	4.82	eV/A
LUMO level (spin up / spin down)	-0.3029 / -0.3021	Ha
electronic energy	-7359.249876	a.u.
relative energy (zero: lowest compared OMol25 entry of this formula, charge and spin)	0.702	eV
charge	+2
spin multiplicity	1

Geometry as XYZ:
```
115
C40H50BCl2F6N9O2PReS2Se | OMol25 | the ωB97M-V functional and the def2-TZVPD basis
Re 1.551 0.478 0.445
C 5.771 -0.293 -1.814
N 5.649 -0.709 -0.446
C 6.306 -1.755 0.124
C 5.921 -1.801 1.430
N 5.039 -0.794 1.659
B 4.384 -0.560 3.044
N 4.281 0.969 3.247
C 5.254 1.865 3.556
C 4.708 3.112 3.513
N 3.391 2.966 3.177
C 2.454 4.025 2.919
C 3.167 1.651 3.014
S 1.631 0.896 2.717
C 4.869 -0.143 0.500
S 3.916 1.251 0.175
H 5.632 -1.152 -2.470
H 6.760 0.137 -1.989
H 5.016 0.464 -2.026
H 6.987 -2.371 -0.426
H 6.204 -2.467 2.218
H 5.050 -1.037 3.891
H 3.267 -0.991 3.035
H 6.253 1.562 3.785
H 5.150 4.069 3.694
H 2.877 4.967 3.264
H 1.517 3.822 3.439
H 2.263 4.100 1.845
Cl -2.416 4.385 3.750
C -1.576 3.040 4.430
C -0.854 3.250 5.595
C -0.206 2.204 6.231
C -0.298 0.921 5.714
C -1.041 0.699 4.572
Cl -1.163 -0.903 3.948
C -1.683 1.749 3.873
N -2.418 1.417 2.764
C -2.982 2.209 1.773
C -4.321 1.949 1.447
C -4.992 2.732 0.535
C -4.318 3.771 -0.098
C -2.974 3.980 0.147
C -2.276 3.197 1.060
C -0.795 3.382 1.166
C -0.139 2.966 -0.176
O -0.564 3.287 -1.254
O 0.940 2.261 -0.002
H -0.819 4.240 6.020
H 0.351 2.385 7.137
H 0.200 0.095 6.197
H -2.787 0.470 2.807
H -4.833 1.151 1.964
H -6.038 2.556 0.336
H -4.839 4.409 -0.792
H -2.447 4.766 -0.369
H -0.353 2.792 1.971
H -0.562 4.441 1.311
F 2.331 -1.397 0.663
P 2.266 -3.148 0.065
F 3.467 -2.703 -0.908
F 1.231 -2.579 -1.062
F 1.013 -3.262 1.058
F 3.287 -3.444 1.233
F 2.174 -4.615 -0.458
C 2.338 -0.775 -4.898
N 2.402 0.261 -3.890
C 2.804 1.596 -4.301
C 2.055 0.096 -2.670
N 1.724 0.031 -1.560
H 1.583 -0.526 -5.647
H 2.099 -1.734 -4.446
H 3.308 -0.849 -5.394
H 2.135 1.952 -5.088
H 3.827 1.580 -4.683
H 2.741 2.284 -3.458
C -4.875 -2.620 -0.678
C -4.643 -3.293 0.674
C -3.355 -2.866 1.384
C -2.046 -3.419 0.804
N -1.699 -2.809 -0.458
C -1.317 -1.534 -0.634
Se -0.823 -0.381 0.758
N -1.287 -1.235 -1.944
C -1.279 0.101 -2.484
C -2.654 0.765 -2.334
C -3.729 0.131 -3.218
C -3.595 0.540 -4.681
C -1.573 -2.382 -2.646
C -1.634 -2.644 -4.010
C -1.926 -3.936 -4.388
C -2.163 -4.941 -3.447
C -2.129 -4.691 -2.092
C -1.824 -3.391 -1.697
H -5.930 -2.668 -0.936
H -4.316 -3.107 -1.472
H -4.590 -1.569 -0.641
H -4.651 -4.377 0.553
H -5.476 -3.036 1.331
H -3.403 -3.210 2.418
H -3.290 -1.771 1.399
H -2.124 -4.495 0.645
H -1.240 -3.235 1.519
H -1.007 0.039 -3.537
H -0.533 0.701 -1.961
H -2.538 1.820 -2.586
H -2.949 0.726 -1.279
H -4.709 0.442 -2.853
H -3.688 -0.957 -3.131
H -3.730 1.613 -4.785
H -4.349 0.041 -5.282
H -2.621 0.281 -5.089
H -1.465 -1.872 -4.742
H -1.980 -4.179 -5.437
H -2.376 -5.938 -3.796
H -2.331 -5.472 -1.378
```

=====

Entry from OMol25: a structure of composition C40H50BCl2F6N9O2PReS2Se (the ωB97M-V functional and the def2-TZVPD basis).

Summary:
largest force on an atom	0.66	eV/A
LUMO level (spin up / spin down)	-0.2553 / -0.2572	Ha
electronic energy	-7359.270967	a.u.
relative energy (zero: lowest compared OMol25 entry of this formula, charge and spin)	0.348	eV
charge	+2
spin multiplicity	3

Geometry as XYZ:
```
115
C40H50BCl2F6N9O2PReS2Se | OMol25 | the ωB97M-V functional and the def2-TZVPD basis
Re 0.254 0.492 0.038
C -1.731 -3.658 -0.262
N -1.198 -3.413 1.074
C -1.673 -4.018 2.208
C -0.841 -3.660 3.214
N 0.144 -2.855 2.694
B 1.389 -2.554 3.635
N 2.330 -1.382 3.174
C 3.664 -1.409 3.487
C 4.135 -0.137 3.433
N 3.083 0.662 3.078
C 3.137 2.125 3.056
C 2.001 -0.121 2.891
S 0.407 0.421 2.473
C -0.104 -2.685 1.397
S 0.876 -1.817 0.247
H -2.816 -3.606 -0.226
H -1.417 -4.641 -0.610
H -1.345 -2.902 -0.929
H -2.531 -4.669 2.195
H -0.841 -3.940 4.253
H 0.920 -2.249 4.706
H 2.061 -3.550 3.679
H 4.160 -2.325 3.757
H 5.118 0.260 3.621
H 3.344 2.482 4.062
H 2.178 2.507 2.723
H 3.915 2.453 2.378
Cl -1.947 2.743 -5.255
C -2.495 3.714 -3.911
C -2.220 5.064 -3.957
C -2.666 5.887 -2.936
C -3.370 5.323 -1.893
C -3.624 3.957 -1.848
Cl -4.499 3.401 -0.448
C -3.203 3.093 -2.858
N -3.368 1.713 -2.915
C -4.343 0.840 -2.383
C -5.662 1.228 -2.186
C -6.595 0.327 -1.698
C -6.229 -0.986 -1.435
C -4.927 -1.385 -1.693
C -3.978 -0.492 -2.176
C -2.617 -0.976 -2.602
C -1.443 -0.498 -1.806
O -0.341 -0.269 -2.315
O -1.560 -0.334 -0.526
H -1.689 5.467 -4.809
H -2.479 6.951 -2.963
H -3.741 5.937 -1.084
H -2.769 1.293 -3.607
H -5.959 2.237 -2.442
H -7.619 0.645 -1.552
H -6.959 -1.699 -1.076
H -4.654 -2.428 -1.571
H -2.393 -0.713 -3.638
H -2.596 -2.069 -2.576
F 2.166 1.337 0.337
P 3.534 0.685 -0.714
F 3.556 -0.553 0.259
F 3.302 1.995 -1.583
F 2.228 0.009 -1.489
F 4.569 0.082 -1.704
F 4.540 1.472 0.208
C 2.051 3.955 -3.554
N 1.221 2.737 -3.436
C 1.045 1.891 -4.639
C 0.698 2.407 -2.324
N 0.172 2.091 -1.326
H 3.062 3.663 -3.823
H 2.065 4.484 -2.607
H 1.623 4.589 -4.328
H 0.347 2.372 -5.318
H 0.678 0.911 -4.344
H 2.021 1.793 -5.109
C -5.475 1.817 2.770
C -5.485 0.510 1.971
C -4.627 -0.605 2.561
C -3.124 -0.419 2.408
N -2.596 0.738 3.145
C -1.997 1.819 2.625
Se -1.555 2.133 0.803
N -1.725 2.688 3.606
C -1.064 3.993 3.445
C -1.972 5.091 2.899
C -2.966 5.691 3.897
C -4.249 4.879 4.075
C -2.116 2.128 4.814
C -2.029 2.608 6.121
C -2.480 1.768 7.113
C -3.001 0.490 6.821
C -3.097 0.025 5.529
C -2.648 0.882 4.524
H -6.320 2.446 2.486
H -4.573 2.409 2.601
H -5.558 1.629 3.844
H -5.177 0.691 0.935
H -6.511 0.142 1.924
H -4.855 -1.546 2.051
H -4.893 -0.747 3.612
H -2.870 -0.270 1.364
H -2.586 -1.300 2.769
H -0.216 3.839 2.779
H -0.676 4.258 4.428
H -2.515 4.703 2.031
H -1.306 5.871 2.524
H -3.233 6.689 3.549
H -2.469 5.832 4.862
H -4.763 4.758 3.119
H -4.934 5.383 4.757
H -4.065 3.882 4.484
H -1.631 3.587 6.349
H -2.432 2.093 8.143
H -3.336 -0.137 7.635
H -3.498 -0.955 5.312
```

=====

Entry from OMol25: a cluster of 3 separate species, C40H50Cl2I2N2O11S3 in total at a distorted geometry (the ωB97M-V functional and the def2-TZVPD basis).

Summary:
largest force on an atom	1.40	eV/A
LUMO level	0.0026	Ha
electronic energy	-5201.547742	a.u.
structure (SMILES)	C#CCN1c2cc(COCCOCCOCC)ccc2Sc2c([C@@H](Cl)[C@H](C)Cl)c(N)c(Cc3ccccc3C)c([C@H](I)[C@@H](C)I)c21.O=S1(=O)OCCO1.O=S1(=O)OCCO1
charge	0
spin multiplicity	1

Geometry as XYZ:
```
110
C40H50Cl2I2N2O11S3 | OMol25 | the ωB97M-V functional and the def2-TZVPD basis
C -0.739 -3.904 1.528
C -0.291 -2.828 1.749
C 0.220 -1.517 2.096
N -0.446 -0.419 1.316
C -1.792 -0.316 1.809
C -2.826 -0.879 1.070
C -4.126 -0.808 1.548
C -5.281 -1.415 0.760
O -5.090 -2.825 0.534
C -4.967 -3.177 -0.845
C -4.283 -4.538 -0.989
O -3.037 -4.467 -1.649
C -2.928 -5.407 -2.702
C -1.497 -5.846 -2.930
O -0.892 -6.254 -1.719
C 0.432 -6.715 -1.948
C 1.333 -6.347 -0.787
C -4.413 -0.185 2.749
C -3.383 0.370 3.490
C -2.102 0.294 3.008
S -0.768 0.963 3.970
C 0.303 1.521 2.663
C 1.091 2.653 2.855
C 1.094 3.469 4.131
Cl -0.504 4.217 4.447
C 1.715 2.705 5.340
C 0.851 2.543 6.574
Cl 3.206 3.598 5.849
C 1.909 3.049 1.797
N 2.784 4.179 1.945
C 1.897 2.374 0.575
C 2.806 2.921 -0.514
C 2.177 3.401 -1.821
C 2.779 2.979 -2.998
C 2.326 3.369 -4.242
C 1.235 4.218 -4.307
C 0.619 4.641 -3.153
C 1.073 4.250 -1.900
C 0.359 4.797 -0.698
C 1.098 1.232 0.416
C 1.132 0.536 -0.932
I -0.698 1.056 -1.999
C 1.383 -0.996 -0.930
C 0.231 -1.910 -1.301
I 2.924 -1.368 -2.433
C 0.321 0.792 1.489
H -0.928 -4.946 1.479
H 1.299 -1.474 1.974
H 0.044 -1.401 3.168
H -2.642 -1.363 0.125
H -5.424 -0.894 -0.183
H -6.156 -1.350 1.406
H -4.443 -2.420 -1.432
H -5.987 -3.254 -1.238
H -4.188 -4.943 0.022
H -4.970 -5.185 -1.537
H -3.543 -6.295 -2.542
H -3.254 -4.932 -3.636
H -0.946 -5.023 -3.385
H -1.526 -6.704 -3.611
H 0.431 -7.800 -2.096
H 0.847 -6.257 -2.849
H 0.982 -6.766 0.152
H 1.423 -5.264 -0.729
H 2.329 -6.734 -1.005
H -5.421 -0.141 3.131
H -3.616 0.840 4.435
H 1.750 4.298 3.933
H 2.048 1.745 4.963
H 0.391 3.469 6.897
H 1.506 2.218 7.381
H 0.117 1.754 6.462
H 2.324 5.062 1.773
H 3.283 4.181 2.820
H 3.494 2.115 -0.781
H 3.423 3.732 -0.151
H 3.636 2.317 -2.961
H 2.816 3.041 -5.145
H 0.892 4.540 -5.280
H -0.235 5.300 -3.250
H 0.075 5.832 -0.892
H -0.568 4.261 -0.485
H 0.957 4.803 0.203
H 1.909 0.961 -1.540
H 1.855 -1.287 -0.005
H -0.686 -1.665 -0.790
H 0.086 -1.890 -2.379
H 0.474 -2.934 -1.034
C 7.582 -1.760 -1.130
C 8.531 -0.887 -1.926
O 7.957 0.423 -1.844
S 7.229 0.606 -0.428
O 8.104 1.278 0.460
O 5.906 1.054 -0.663
O 7.191 -0.944 -0.020
H 6.689 -2.011 -1.706
H 8.053 -2.672 -0.774
H 8.614 -1.195 -2.964
H 9.524 -0.857 -1.472
C -4.850 3.996 -1.629
C -4.212 3.272 -0.461
O -5.268 2.455 0.063
S -6.222 1.978 -1.128
O -5.825 0.677 -1.532
O -7.561 2.275 -0.780
O -5.709 3.017 -2.232
H -5.464 4.834 -1.295
H -4.119 4.346 -2.353
H -3.847 3.950 0.306
H -3.399 2.618 -0.786
```

=====

Entry from OMol25: a cluster of 10 separate species, C40H50F30O20 in total at a distorted geometry (the ωB97M-V functional and the def2-TZVPD basis).

Summary:
largest force on an atom	5.66	eV/A
LUMO level	0.0053	Ha
electronic energy	-6054.992342	a.u.
structure (SMILES)	CCOC(=O)C(F)(F)F.CCOC(=O)C(F)(F)F.CCOC(=O)C(F)(F)F.CCOC(=O)C(F)(F)F.CCOC(=O)C(F)(F)F.CCOC(=O)C(F)(F)F.CCOC(=O)C(F)(F)F.CCOC(=O)C(F)(F)F.CCOC(=O)C(F)(F)F.CCOC(=O)C(F)(F)F
relative energy (zero: lowest compared OMol25 entry of this formula, charge and spin)	5.055	eV
charge	0
spin multiplicity	1

Geometry as XYZ:
```
140
C40H50F30O20 | OMol25 | the ωB97M-V functional and the def2-TZVPD basis
C 1.974 -5.478 3.867
C 3.473 -5.666 3.838
O 4.113 -4.512 3.357
C 4.540 -3.492 4.234
O 4.496 -3.573 5.435
C 5.231 -2.293 3.436
F 6.387 -1.917 3.963
F 5.528 -2.540 2.174
F 4.414 -1.224 3.389
H 1.664 -5.167 2.870
H 1.770 -4.778 4.677
H 1.480 -6.439 4.011
H 3.691 -6.426 3.088
H 3.872 -5.958 4.809
C 0.006 1.164 -5.212
C 0.830 1.943 -4.191
O 0.583 3.332 -4.225
C -0.019 3.966 -3.245
O -0.478 3.398 -2.207
C 0.055 5.495 -3.429
F 0.788 5.932 -2.391
F 0.559 5.867 -4.608
F -1.205 5.973 -3.294
H -0.998 1.587 -5.210
H 0.054 0.082 -5.082
H 0.369 1.367 -6.219
H 1.903 1.850 -4.360
H 0.586 1.497 -3.227
C 1.967 4.198 0.623
C 1.403 5.574 1.045
O 2.033 5.840 2.276
C 1.823 6.903 2.965
O 1.091 7.828 2.562
C 2.482 6.911 4.377
F 1.587 6.573 5.312
F 3.523 6.062 4.421
F 2.955 8.105 4.642
H 3.050 4.234 0.504
H 1.566 4.211 -0.390
H 1.687 3.369 1.273
H 0.347 5.515 1.307
H 1.578 6.341 0.290
C -1.578 3.034 3.074
C -2.251 4.451 3.229
O -2.149 5.053 1.979
C -2.512 6.318 1.806
O -3.181 6.908 2.644
C -2.115 7.023 0.504
F -3.214 7.592 -0.044
F -1.176 7.905 0.817
F -1.628 6.113 -0.308
H -0.493 3.006 2.974
H -1.999 2.641 2.148
H -1.878 2.346 3.864
H -1.810 4.983 4.072
H -3.307 4.257 3.412
C 2.158 -8.587 0.608
C 3.085 -7.486 0.010
O 2.421 -6.202 0.132
C 2.933 -5.053 -0.325
O 4.018 -4.905 -0.955
C 2.044 -3.870 0.100
F 2.181 -2.914 -0.828
F 0.752 -4.148 0.328
F 2.514 -3.339 1.216
H 2.746 -9.478 0.828
H 1.314 -8.831 -0.038
H 1.775 -8.311 1.590
H 3.365 -7.663 -1.028
H 4.093 -7.466 0.425
C -3.720 1.414 -2.611
C -3.861 1.120 -4.097
O -5.258 1.061 -4.418
C -5.656 1.050 -5.783
O -4.875 1.228 -6.693
C -7.191 0.992 -6.027
F -7.993 1.139 -4.938
F -7.486 1.829 -7.023
F -7.417 -0.220 -6.554
H -2.668 1.434 -2.324
H -4.169 0.572 -2.084
H -4.220 2.362 -2.411
H -3.530 0.109 -4.332
H -3.342 1.877 -4.685
C 8.916 0.804 1.523
C 7.751 0.359 2.519
O 6.566 1.136 2.371
C 6.050 1.918 3.386
O 6.545 2.024 4.486
C 4.824 2.746 3.001
F 5.080 4.062 3.208
F 4.470 2.654 1.722
F 3.783 2.522 3.776
H 8.731 0.798 0.449
H 9.744 0.102 1.619
H 9.284 1.819 1.667
H 8.174 0.272 3.520
H 7.519 -0.665 2.225
C -5.056 -4.004 -3.326
C -4.479 -2.871 -4.223
O -3.058 -2.895 -4.275
C -2.330 -2.542 -3.249
O -2.798 -2.361 -2.092
C -0.877 -2.368 -3.557
F -0.259 -3.297 -2.761
F -0.603 -2.485 -4.867
F -0.457 -1.166 -3.076
H -6.098 -3.778 -3.102
H -4.627 -4.156 -2.336
H -4.992 -4.933 -3.892
H -4.684 -1.886 -3.805
H -4.867 -3.008 -5.232
C -0.980 -0.715 0.343
C -0.171 0.493 -0.243
O 1.139 0.124 -0.520
C 2.185 0.468 0.389
O 2.169 0.765 1.558
C 3.545 0.218 -0.307
F 3.431 -0.714 -1.265
F 3.938 1.303 -1.007
F 4.481 -0.128 0.636
H -0.668 -1.662 -0.097
H -2.047 -0.703 0.116
H -0.823 -0.702 1.422
H -0.159 1.361 0.416
H -0.572 0.909 -1.167
C -6.720 -5.284 0.472
C -7.066 -4.003 1.222
O -5.955 -3.147 1.215
C -5.968 -1.938 1.855
O -6.956 -1.492 2.483
C -4.585 -1.228 1.798
F -4.636 -0.278 0.865
F -4.360 -0.749 3.015
F -3.605 -2.076 1.475
H -5.975 -5.772 1.102
H -6.475 -5.152 -0.582
H -7.581 -5.951 0.512
H -7.431 -4.228 2.224
H -7.880 -3.517 0.683
```